Density functional theory data (ωB97M-V/def2-TZVPD) for a cluster of 12 separate species, C33H97N17O12 in total.

```
159
Properties=species:S:1:pos:R:3:forces:R:3:lowdin_charge:R:1
C 21.94912 17.39347 -25.50841 -3.242 0.053 0.366 -0.73
O 20.99888 17.86654 -24.85114 1.287 0.236 -0.166 -0.01
N 22.99453 16.76594 -25.05527 1.505 -0.488 1.229 0.19
N 21.89139 17.30222 -26.84051 -0.883 0.888 -2.993 0.15
H 23.02877 16.56748 -24.06555 0.804 -0.302 -0.134 0.09
H 23.66869 16.56756 -25.78071 0.545 -0.258 1.085 0.10
H 22.46603 16.70076 -27.41333 -0.019 0.201 0.403 0.11
H 21.11033 17.72605 -27.32052 0.105 -0.142 0.275 0.11
C 22.40896 20.76198 -21.79670 0.338 1.128 -0.791 -0.74
O 21.56091 20.31665 -21.06663 -1.958 -0.930 2.329 0.01
N 23.11107 21.86702 -21.55055 0.942 0.710 0.073 0.20
N 22.62700 20.22623 -22.97351 -0.061 -2.056 -2.435 0.20
H 23.80670 22.11383 -22.23996 -0.173 0.302 0.383 0.08
H 22.93725 22.40359 -20.71271 0.336 0.158 0.133 0.06
H 21.99356 19.48293 -23.23110 0.079 -0.127 -0.093 0.09
H 23.31362 20.51346 -23.65627 0.016 0.195 0.498 0.04
C 25.38908 22.27398 -24.34174 -0.650 -1.215 -0.839 -0.79
O 24.77349 21.23672 -24.38745 -1.572 -3.037 -0.061 -0.02
N 25.18356 23.24433 -25.15143 -0.156 3.949 -1.378 0.22
N 26.38306 22.42832 -23.53576 3.658 0.867 3.824 0.20
H 24.50504 23.21689 -25.89906 -0.395 -0.201 -0.435 0.07
H 25.56811 24.11766 -24.82050 -0.216 0.177 -0.842 0.12
H 26.57010 21.77604 -22.78767 -0.269 -0.044 -0.266 0.13
H 26.79523 23.34092 -23.40397 0.109 -0.267 -0.082 0.12
C 22.60414 21.94549 -27.16567 -2.577 -1.114 -0.450 -0.80
O 23.46444 22.73908 -27.29008 3.714 3.510 -0.314 0.07
N 22.45172 21.09790 -26.20347 0.806 -2.971 3.636 0.20
N 21.55947 21.87212 -27.96888 -1.462 0.708 -2.728 0.17
H 21.92205 20.26189 -26.40508 0.113 0.032 0.547 0.10
H 23.22277 21.03094 -25.55456 0.138 -0.372 -0.031 0.06
H 21.46844 22.71910 -28.51151 -0.726 -0.560 -0.367 0.12
H 20.82566 21.21345 -27.75031 -0.202 0.785 -0.406 0.11
C 19.72781 19.61665 -18.01696 1.898 -2.731 2.125 -0.84
O 19.15984 19.23556 -17.02841 -1.323 0.040 2.460 0.03
N 21.00071 19.40270 -18.25711 4.303 -0.536 0.456 0.16
N 19.18086 20.05269 -19.06793 -4.440 2.703 -4.148 0.18
H 21.38062 19.71208 -19.14032 0.255 -0.044 0.192 0.04
H 21.60593 19.00856 -17.55110 -0.219 0.181 -0.183 0.11
H 19.66900 20.03964 -19.95203 -0.475 0.277 -0.044 0.09
H 18.17812 20.06877 -18.94808 0.034 0.230 -0.935 0.13
C 26.55614 17.04143 -16.81078 -1.244 0.723 -0.588 -0.06
C 26.94365 18.30657 -17.60214 1.221 -0.353 0.582 -0.42
C 26.04810 19.54782 -17.31518 -1.542 -1.161 -0.489 -0.15
O 24.67009 19.42792 -17.75907 0.512 0.074 1.608 -0.20
C 24.45827 19.61719 -19.12698 0.018 -0.757 0.177 -0.10
N 28.30651 18.73370 -17.28464 0.585 0.465 0.240 0.02
H 25.59506 16.83782 -17.28296 -0.511 -0.548 0.731 0.07
H 26.47409 17.21659 -15.73808 -0.255 0.136 -0.004 0.08
H 27.14775 16.13512 -16.94003 0.480 0.386 -0.394 0.07
H 26.96838 17.97412 -18.63991 -0.314 0.499 -0.302 0.13
H 26.41348 20.49958 -17.70088 0.641 -0.179 -0.203 0.11
H 25.97049 19.60978 -16.22972 0.013 0.163 0.095 0.13
H 24.90383 20.56107 -19.44109 0.208 -0.104 -0.535 0.08
H 23.38690 19.62443 -19.32751 0.084 0.244 0.170 0.06
H 24.83431 18.70858 -19.59723 0.398 0.400 -0.886 0.07
H 28.30840 19.24291 -16.41240 -0.227 0.528 0.177 0.06
H 28.88300 17.94921 -17.01571 0.062 -0.450 -0.464 0.06
C 18.87543 27.75812 -22.91503 0.433 -0.501 -1.543 -0.05
C 19.15418 26.29045 -23.32889 0.016 0.573 2.071 -0.43
C 20.63459 26.01627 -23.29216 -0.070 -0.372 -1.428 -0.18
O 20.85773 24.64930 -23.75094 0.081 0.845 -0.093 -0.20
C 22.23001 24.33479 -23.86398 0.422 0.429 0.935 -0.11
N 18.51230 25.46210 -22.32959 -0.746 -1.054 -0.481 0.07
H 19.48385 28.07536 -22.06810 -0.169 -0.187 0.184 0.08
H 17.80873 27.89446 -22.73706 0.156 0.000 0.130 0.08
H 19.17452 28.35649 -23.77560 -0.106 0.498 0.087 0.07
H 18.79596 26.03897 -24.32716 -0.309 0.147 0.029 0.14
H 20.99659 26.19916 -22.28043 0.351 -0.196 0.049 0.12
H 21.06382 26.70743 -24.01753 0.756 0.037 0.014 0.13
H 22.83303 25.06136 -24.40857 -0.366 0.304 -0.582 0.08
H 22.43192 23.34953 -24.28421 -0.598 -0.037 -0.012 0.07
H 22.65372 24.38501 -22.86097 0.251 -0.348 0.329 0.06
H 18.89389 25.60703 -21.40575 0.226 0.555 0.188 0.04
H 18.78678 24.51361 -22.54206 -0.601 -0.206 0.310 0.01
C 22.91747 13.34749 -24.15289 0.930 0.247 0.079 -0.06
C 23.16602 13.18832 -22.66023 1.479 1.595 0.342 -0.47
C 23.00845 14.55330 -21.87369 -0.845 0.219 -1.133 -0.15
O 23.80162 15.70128 -22.34800 -0.001 -2.073 0.260 -0.22
C 23.61302 16.82552 -21.51984 -0.959 0.373 -0.379 -0.12
N 22.34989 12.13437 -22.15980 -1.176 0.341 0.998 0.04
H 22.08535 14.00367 -24.40804 0.141 0.416 0.297 0.07
H 22.68642 12.42889 -24.69223 0.393 -0.305 0.398 0.08
H 23.87910 13.74229 -24.48076 -0.349 0.284 -0.866 0.07
H 24.19714 12.96437 -22.38688 0.336 -0.581 -0.822 0.13
H 23.13725 14.39455 -20.80303 0.431 -0.007 0.103 0.12
H 21.95077 14.77233 -22.02013 -0.353 0.614 0.132 0.12
H 24.05281 17.70450 -21.99110 0.263 -0.147 -0.077 0.08
H 23.98303 16.73328 -20.49872 0.120 -0.335 0.031 0.08
H 22.53726 17.00102 -21.51305 -0.209 0.376 0.503 0.09
H 21.41112 12.44006 -22.37278 -0.706 -0.397 -0.511 0.07
H 22.30127 12.24093 -21.15662 0.403 -0.517 0.666 0.07
C 17.89023 27.45522 -17.81498 2.037 0.320 -0.805 -0.07
C 17.69639 26.17524 -18.62384 0.070 -0.552 1.357 -0.43
C 18.97039 25.30362 -18.67603 0.807 1.643 -0.790 -0.16
O 19.95139 25.96140 -19.53553 -0.028 -0.338 0.950 -0.24
C 21.24222 25.33333 -19.50360 -1.008 0.427 -0.286 -0.10
N 16.66032 25.45252 -17.91417 -1.566 -0.779 -0.856 0.02
H 18.09563 27.30820 -16.75465 -0.846 -0.366 0.190 0.08
H 17.16328 28.23750 -18.03335 -0.119 -0.311 0.281 0.08
H 18.87491 27.81885 -18.10869 0.089 0.602 -0.418 0.06
H 17.37375 26.44072 -19.63057 -0.182 -0.225 0.006 0.14
H 18.88041 24.28774 -19.06071 -0.645 -0.110 0.234 0.13
H 19.33885 25.32745 -17.65048 0.311 -0.461 0.187 0.12
H 21.96727 26.14670 -19.53242 0.198 -0.198 -0.144 0.08
H 21.30829 24.67859 -20.37253 0.380 -0.082 -0.094 0.08
H 21.40327 24.72358 -18.61457 -0.175 0.095 0.168 0.07
H 16.25675 24.72737 -18.48983 -0.112 -0.085 -0.139 0.07
H 16.87070 24.99924 -17.03646 0.669 0.403 0.099 0.07
C 17.63090 23.03257 -24.82243 -0.205 -2.561 0.234 -0.03
C 18.03326 21.81049 -23.88547 -0.964 0.585 -1.400 -0.42
C 18.66708 20.60997 -24.67442 -1.768 1.468 -0.410 -0.15
O 17.54622 19.96391 -25.34631 0.523 -0.487 1.312 -0.20
C 16.87874 19.01676 -24.47800 -0.869 -0.321 -1.698 -0.11
N 18.83698 22.39686 -22.87685 1.364 -0.375 1.101 0.05
H 16.97511 22.59477 -25.57501 0.160 0.262 -0.440 0.07
H 18.57556 23.37367 -25.24597 -0.244 0.542 -0.161 0.07
H 17.02862 23.76788 -24.28889 0.524 0.143 0.166 0.07
H 17.09503 21.40725 -23.50437 -0.052 0.097 0.474 0.11
H 19.27152 19.90531 -24.10327 -0.097 0.013 0.217 0.11
H 19.27721 21.11309 -25.42457 0.252 -0.514 -0.400 0.10
H 17.28981 18.01499 -24.60281 0.886 0.119 0.781 0.08
H 15.89667 18.80427 -24.90047 -0.271 0.593 -0.463 0.08
H 16.60079 19.31919 -23.46836 0.942 0.197 0.186 0.08
H 19.56535 21.74488 -22.62286 0.112 -0.364 0.674 0.06
H 19.38999 23.15141 -23.25755 0.102 0.079 -0.359 0.02
C 27.70772 19.13273 -25.03550 3.118 1.682 1.129 -0.10
C 26.94719 18.81862 -26.24079 -0.189 -2.089 -0.775 -0.39
C 27.42632 17.65715 -27.19123 -1.971 -0.806 -0.476 -0.24
O 28.47382 17.91116 -28.00480 4.658 1.376 -1.838 -0.21
C 28.78458 16.92622 -29.04354 -0.952 -0.148 2.325 -0.06
N 25.63694 18.48241 -25.66455 -0.960 0.079 -1.394 0.04
H 27.77016 18.45581 -24.18345 -0.416 -0.561 -0.375 0.09
H 27.29094 20.06595 -24.65668 -0.126 0.020 0.269 0.06
H 28.73869 19.41971 -25.24250 0.387 -0.090 -0.146 0.08
H 26.92059 19.73666 -26.82781 -0.442 -0.139 -0.284 0.15
H 26.71910 17.45874 -27.99657 -1.938 -0.065 0.852 0.11
H 27.60063 16.68670 -26.72652 -0.211 -0.121 0.975 0.12
H 29.78304 17.03107 -29.46803 -0.454 0.999 -0.247 0.09
H 27.91883 16.84635 -29.70095 0.301 0.274 -0.593 0.08
H 28.87220 15.94732 -28.57218 -0.221 -0.323 0.327 0.08
H 25.46745 19.28829 -25.07980 -0.787 0.119 0.161 0.03
H 25.75764 17.72724 -25.00481 0.164 -0.279 0.054 0.06
C 24.96044 24.99323 -20.10611 1.230 -0.217 -1.423 -0.04
C 25.04257 23.64391 -19.42971 -0.479 -0.343 -0.730 -0.46
C 26.01753 23.64203 -18.28387 0.833 1.048 -1.339 -0.19
O 27.30550 23.67184 -18.92632 0.920 -1.090 1.059 -0.20
C 28.42895 23.75809 -18.00419 -1.263 0.360 0.527 -0.08
N 23.70187 23.19474 -19.10133 -0.227 0.391 1.250 0.05
H 24.73481 24.79052 -21.15305 -1.051 0.303 -0.053 0.06
H 25.97945 25.33885 -20.28009 0.213 0.371 0.671 0.08
H 24.35413 25.78812 -19.67179 -0.088 -0.318 0.104 0.08
H 25.39654 22.94780 -20.19013 0.356 -0.180 0.002 0.12
H 25.84247 22.78852 -17.62891 0.350 0.075 0.305 0.12
H 25.88646 24.63650 -17.85731 -0.082 -0.185 1.159 0.13
H 28.55698 24.81030 -17.75010 0.575 0.151 -0.348 0.08
H 29.33529 23.24309 -18.32266 -0.248 0.348 -0.725 0.09
H 28.22010 23.31768 -17.02925 -0.490 -0.418 0.011 0.08
H 23.35990 23.86263 -18.42525 -0.564 0.545 -0.037 0.07
H 23.75998 22.39138 -18.49194 0.055 -0.824 -0.163 0.08
```
Forces are in eV/Å.

- F_max (eV Å⁻¹) = 6.65
- 2S+1 = 1
- Kohn-Sham gap (eV) = 8.56
- highest occupied orbital energy (hartree) = -0.31271
- SMILES string = COC[C@H](C)N.COC[C@H](C)N.COC[C@H](C)N.COC[C@H](C)N.COC[C@H](C)N.COC[C@H](C)N.COC[C@H](C)N.NC(N)=O.NC(N)=O.NC(N)=O.NC(N)=O.NC(N)=O
- calculated total energy (eV) = -85692.993
- energy relative to the best compared isomer or geometry (same formula, charge and spin) (kcal/mol) = 129.36

Density functional theory data (ωB97M-V/def2-TZVPD) for the molecule C4H5NO.

```
11
Properties=species:S:1:pos:R:3:forces:R:3:nbo_charge:R:1
O -0.72689 1.43488 -0.71121 0.208 0.366 0.281 -0.68
C -0.91773 0.32210 0.09310 -0.514 -0.317 -0.221 0.12
C -0.45808 -0.95503 -0.45394 -0.474 0.366 -0.954 -0.35
C 0.27872 -0.22860 0.84438 0.409 -0.806 -1.016 -0.47
C 1.52169 0.43736 0.59610 0.929 0.165 -0.505 0.24
N 2.51760 0.99516 0.38695 -0.960 -0.397 0.255 -0.33
H 0.21521 1.64112 -0.81024 -0.121 -0.047 0.059 0.49
H -1.87992 0.37708 0.58625 0.049 0.002 0.074 0.20
H -1.04512 -1.83714 -0.17711 0.576 0.196 -0.022 0.22
H 0.08978 -0.99105 -1.37821 -0.129 0.164 -0.299 0.24
H 0.37496 -1.31877 0.92404 0.028 0.308 2.349 0.33
```
Forces are in eV/Å.

- F_max (eV Å⁻¹) = 2.37
- 2S+1 = 1
- Kohn-Sham gap (eV) = 10.32
- highest occupied orbital energy (hartree) = -0.35363
- SMILES string = N#C[C@@H]1C[C@@H]1O
- calculated total energy (eV) = -7763.269
- energy relative to the best compared isomer or geometry (same formula, charge and spin) (kcal/mol) = 75.12

Density functional theory data (ωB97M-V/def2-TZVPD) for the molecule C6H10O.

```
17
Properties=species:S:1:pos:R:3:forces:R:3:nbo_charge:R:1
C 2.38527 -0.27597 -0.43841 0.343 -0.110 -0.420 -0.59
C 0.99108 -0.60454 -0.02564 1.014 -0.482 0.346 -0.25
C 0.36885 0.24032 1.02019 2.267 0.630 -0.498 -0.40
C -1.38908 -0.01662 -0.22389 -3.164 0.235 -2.881 0.32
O -1.92279 -0.97261 -1.02977 -0.788 -1.462 -0.315 -0.69
C -2.27728 0.74143 0.43963 0.677 0.305 0.271 -0.55
C -0.02876 0.23221 -0.64907 -0.688 0.525 3.682 -0.26
H 3.10174 -0.68954 0.27743 0.054 0.176 -0.227 0.21
H 2.50546 0.81173 -0.52558 0.110 -0.215 0.146 0.20
H 2.54689 -0.70395 -1.43214 0.339 0.013 0.084 0.21
H 0.81338 -1.66935 0.10843 -0.157 0.012 -0.282 0.22
H 0.87049 1.15557 1.29494 0.390 -0.066 0.110 0.21
H -0.06458 -0.29827 1.88009 -0.714 0.618 -1.063 0.24
H -2.81280 -1.14170 -0.69115 0.015 -0.223 -0.298 0.47
H -3.34808 0.73183 0.21124 0.443 -0.235 0.324 0.20
H -1.86234 1.42584 1.15345 -0.346 0.454 0.162 0.21
H 0.14402 1.04815 -1.36482 0.205 -0.174 0.859 0.25
```
Forces are in eV/Å.

- F_max (eV Å⁻¹) = 4.29
- 2S+1 = 1
- Kohn-Sham gap (eV) = 9.29
- highest occupied orbital energy (hartree) = -0.30196
- SMILES string = C=C(O)[C@H]1C[C@@H]1C
- calculated total energy (eV) = -8428.010
- energy relative to the best compared isomer or geometry (same formula, charge and spin) (kcal/mol) = 74.50

Density functional theory data (ωB97M-V/def2-TZVPD) for a structure of composition C2H26MgNO16.

```
46
Properties=species:S:1:pos:R:3:forces:R:3:nbo_charge:R:1
Mg 0.39559 -2.51594 -1.61239 -0.218 0.751 0.932 1.35
O -1.67379 -2.44785 3.18157 0.155 1.628 -0.836 -0.82
C -1.38419 -1.21543 2.55028 -1.320 -3.624 2.008 -0.08
C -2.49777 -0.04369 2.73784 -3.242 -0.203 -0.186 -0.11
O -3.91793 -0.29243 2.55702 3.845 0.005 -0.041 -0.75
H -1.27752 -1.53719 1.51433 -0.125 0.871 -1.511 0.07
H -0.40159 -0.97737 2.95759 0.304 1.357 -0.143 0.14
H -2.24210 0.85755 2.18061 0.521 -0.057 -0.699 0.13
H -2.30385 0.25484 3.76807 0.003 -0.301 0.662 0.14
N 0.62313 0.30918 -0.17976 1.833 0.282 2.921 0.77
O 0.75074 -0.91540 -0.47284 1.038 -0.066 0.134 -0.72
O -0.23498 0.95784 -0.65229 -3.416 1.327 -2.659 -0.46
O 1.33110 0.88585 0.69094 0.310 -1.733 -0.703 -0.52
O -1.81608 1.82230 -3.22970 0.074 0.208 -0.165 -0.93
H -1.98149 1.23662 -2.49088 0.109 -0.055 0.397 0.47
H -1.96392 1.27942 -4.00408 -0.055 -0.074 -0.255 0.46
O -1.32012 -1.68959 -2.17937 -0.167 -0.108 -0.719 -1.07
H -1.79537 -1.08556 -1.60883 -0.108 0.564 0.935 0.51
H -1.94033 -1.89792 -2.87806 -0.199 -0.358 -0.416 0.50
O -2.86132 2.57593 -0.05728 -0.167 0.341 -0.372 -0.93
H -2.01438 2.13007 -0.06910 0.214 -0.417 0.335 0.47
H -3.45020 1.98498 -0.52657 -0.318 -0.228 0.147 0.46
O -0.48624 4.01457 -0.45321 0.537 0.332 -0.664 -0.96
H -0.52938 3.48802 0.34499 0.118 0.041 0.604 0.49
H -1.17768 3.66008 -1.01221 -0.503 0.128 -0.007 0.47
O 1.49028 3.02265 -2.53971 0.568 -0.083 -0.400 -0.95
H 1.35741 2.28458 -3.13454 -0.122 -0.075 -0.133 0.44
H 0.65734 3.11035 -2.07629 -0.353 0.229 0.624 0.50
O 4.56352 -0.15686 0.63364 0.397 -0.459 -0.688 -0.96
H 5.41656 -0.05408 1.05552 0.156 0.103 0.093 0.46
H 3.93318 -0.11098 1.35253 -0.318 0.485 0.348 0.48
O -0.37422 2.70908 2.30621 -0.234 0.473 -0.127 -0.96
H 0.05198 2.67965 3.16278 0.049 -0.012 0.185 0.48
H -0.00209 1.96847 1.82742 0.316 -0.449 -0.140 0.48
O -0.64603 -3.45390 -0.09743 0.528 -0.571 -0.773 -1.04
H -1.36857 -3.06277 0.39366 -0.657 0.757 0.729 0.54
H -0.46783 -4.27891 0.35406 -0.016 -0.335 0.260 0.50
O 1.50730 -1.79419 -3.17160 0.084 -0.329 -0.029 -1.04
H 1.64003 -2.11188 -4.06473 -0.039 -0.417 -0.375 0.50
H 1.68683 -0.85531 -3.22168 0.054 0.698 0.337 0.52
O 1.97091 -3.39774 -0.76573 0.294 -0.544 -0.134 -1.02
H 2.90715 -3.46144 -0.95449 0.388 0.299 -0.315 0.52
H 1.83709 -3.97836 -0.01658 -0.213 -0.095 0.490 0.51
O 2.78616 0.31661 2.87678 0.881 -0.060 0.585 -0.96
H 2.20606 0.39822 2.11977 -0.732 0.121 -0.616 0.50
H 3.01655 -0.61206 2.90356 -0.256 -0.344 0.380 0.45
```
Forces are in eV/Å.

- F_max (eV Å⁻¹) = 4.53
- 2S+1 = 1
- Kohn-Sham gap (eV) = 2.12
- net charge = -1
- highest occupied orbital energy (hartree) = -0.06672
- calculated total energy (eV) = -42184.609
- energy relative to the best compared isomer or geometry (same formula, charge and spin) (kcal/mol) = 25.47

Q: Among the records above, which one has the highest Kohn-Sham gap?
A: C4H5NO

Q: highest occupied orbital energy of number 2 (C4H5NO)?
A: -0.35363 hartree

Q: Which of these has the highest energy relative to the best compared isomer or geometry (same formula, charge and spin)?
A: C33H97N17O12

Q: highest occupied orbital energy of number 4 (C2H26MgNO16)?
A: -0.06672 hartree